Computed, not measured: a 4-piece molecular cluster, C34H76BBrClN4O12 overall, with ωB97M-V/def2-TZVPD.

Element x y z (Å)
C1 -2.67 -3.30 0.79
C2 -1.62 -2.26 1.15
O1 -1.02 -1.60 0.03
C3 0.07 -2.20 -0.64
C4 -0.32 -3.45 -1.45
C5 -1.66 -3.32 -2.20
C6 -1.50 -3.30 -3.72
Br1 -2.78 -2.09 -4.57
C7 0.43 -1.13 -1.64
N1 -0.56 -0.49 -2.37
N2 1.70 -0.94 -1.72
C8 2.38 0.05 -2.55
C9 3.36 0.95 -1.78
C10 2.96 2.43 -1.72
N3 2.40 2.76 -0.41
C11 2.47 -1.90 -0.88
C12 3.11 -3.00 -1.78
N4 4.49 -3.36 -1.50
C13 1.41 -2.33 0.17
C14 1.49 -1.39 1.41
C15 1.08 0.08 1.21
C16 0.18 0.63 2.33
Cl1 -1.08 1.71 1.65
B1 1.73 -3.77 0.81
O2 3.05 -4.12 1.04
O3 0.75 -4.67 1.13
H1 -2.23 -4.17 0.30
H2 -3.43 -2.89 0.14
H3 -3.12 -3.66 1.71
H4 -2.09 -1.45 1.71
H5 -0.86 -2.70 1.79
H6 -0.35 -4.30 -0.78
H7 0.47 -3.63 -2.18
H8 -2.22 -2.46 -1.87
H9 -2.26 -4.20 -1.95
H10 -1.72 -4.26 -4.16
H11 -0.53 -2.95 -4.05
H12 -0.29 -0.30 -3.32
H13 -0.89 0.35 -1.92
H14 1.63 0.66 -3.04
H15 2.91 -0.50 -3.33
H16 4.34 0.86 -2.23
H17 3.45 0.62 -0.74
H18 3.86 3.03 -1.87
H19 2.29 2.68 -2.55
H20 1.44 2.43 -0.37
H21 2.35 3.76 -0.28
H22 3.31 -1.38 -0.43
H23 2.50 -3.90 -1.79
H24 3.10 -2.61 -2.80
H25 5.12 -2.72 -1.96
H26 4.70 -3.33 -0.51
H27 0.94 -1.83 2.25
H28 2.54 -1.41 1.72
H29 0.52 0.21 0.29
H30 1.98 0.69 1.19
H31 0.73 1.23 3.04
H32 -0.36 -0.16 2.84
H33 3.51 -3.53 1.63
H34 0.27 -4.52 1.94
C17 6.95 1.16 3.43
O4 5.83 1.97 3.67
C18 4.73 1.63 2.86
C19 3.47 2.32 3.34
O5 2.83 1.67 4.43
C20 3.40 1.90 5.71
C21 3.04 3.24 6.30
O6 3.86 4.25 5.77
C22 3.40 5.54 6.10
H35 7.27 1.24 2.38
H36 7.76 1.52 4.06
H37 6.75 0.11 3.66
H38 4.57 0.54 2.89
H39 4.93 1.93 1.82
H40 2.75 2.27 2.52
H41 3.67 3.37 3.55
H42 4.49 1.77 5.69
H43 2.98 1.12 6.35
H44 3.17 3.19 7.39
H45 1.98 3.45 6.09
H46 2.41 5.73 5.68
H47 4.10 6.26 5.69
H48 3.36 5.68 7.19
C23 1.87 9.62 -2.49
O7 1.01 8.51 -2.35
C24 1.72 7.29 -2.23
C25 0.79 6.18 -1.81
O8 0.52 6.13 -0.42
C26 -0.43 7.08 0.07
C27 -1.86 6.69 -0.20
O9 -2.23 7.03 -1.53
C28 -3.47 6.48 -1.89
H49 2.52 9.51 -3.36
H50 1.25 10.50 -2.61
H51 2.50 9.74 -1.59
H52 2.52 7.40 -1.48
H53 2.18 7.04 -3.19
H54 1.29 5.23 -2.03
H55 -0.13 6.22 -2.40
H56 -0.22 8.08 -0.33
H57 -0.28 7.09 1.15
H58 -2.52 7.23 0.50
H59 -1.99 5.61 -0.04
H60 -3.44 5.38 -1.87
H61 -3.69 6.81 -2.90
H62 -4.27 6.82 -1.22
C29 -5.40 -4.98 -4.46
O10 -5.54 -5.74 -3.28
C30 -4.48 -5.45 -2.39
C31 -4.75 -6.00 -1.01
O11 -5.59 -5.17 -0.22
C32 -6.98 -5.26 -0.49
C33 -7.64 -6.48 0.11
O12 -7.42 -7.61 -0.72
C34 -7.80 -8.81 -0.08
H63 -4.44 -5.18 -4.95
H64 -6.20 -5.26 -5.14
H65 -5.48 -3.91 -4.25
H66 -4.34 -4.36 -2.32
H67 -3.55 -5.90 -2.78
H68 -3.80 -6.03 -0.47
H69 -5.14 -7.02 -1.07
H70 -7.18 -5.21 -1.56
H71 -7.42 -4.38 -0.02
H72 -8.72 -6.30 0.20
H73 -7.23 -6.66 1.11
H74 -7.20 -8.99 0.82
H75 -7.64 -9.62 -0.79
H76 -8.86 -8.79 0.20

Summary:
* total charge: +1
* energy relative to the best compared isomer or geometry (same formula, charge and spin): 0.000 eV
* LUMO level: -2.9511 eV
* spin multiplicity: 1

Computed, not measured: a 2-piece molecular cluster, C5H8O overall in a non-equilibrium geometry, with ωB97M-V/def2-TZVPD.

Element x y z (Å)
C1 -0.73 -0.96 -1.02
C2 0.57 -0.67 -1.16
C3 1.00 -0.19 0.17
C4 0.13 0.88 1.13
C5 -0.07 -0.58 1.12
O1 -1.18 -0.91 0.26
H1 -1.49 -1.11 -1.77
H2 1.15 -0.67 -2.07
H3 2.05 -0.17 0.43
H4 -0.80 1.46 1.14
H5 0.88 1.35 1.75
H6 -0.02 -1.24 1.98
H7 -0.61 1.52 -0.65
H8 -0.89 1.29 -1.29

Summary:
* SMILES string: C1=C[C@H]2C[C@H]2O1.[H][H]
* energy relative to the best compared isomer or geometry (same formula, charge and spin): 4.142 eV
* LUMO level: 1.1538 eV
* spin multiplicity: 1

Computed, not measured: a 7-piece molecular cluster, C27H30BrN2O23 overall in a non-equilibrium geometry, with ωB97M-V/def2-TZVPD.

Element x y z (Å)
O1 -1.02 -1.19 2.77
C1 -2.10 -1.15 2.36
N1 -3.24 -1.03 1.81
C2 -3.03 -1.64 0.48
C3 -2.55 -3.04 0.36
N2 -2.35 -3.57 -0.91
C4 -1.82 -4.98 -1.03
C5 -0.23 -4.78 -1.36
O2 0.35 -5.34 -2.24
O3 0.44 -3.84 -0.55
C6 -2.56 -2.87 -2.11
Br1 -2.23 -3.64 -3.88
C7 -3.05 -1.46 -2.09
C8 -3.28 -0.82 -0.75
C9 -3.77 0.68 -0.75
O4 -4.92 0.94 -0.54
O5 -2.83 1.66 -1.00
H1 -2.35 -3.61 1.31
H2 -2.33 -5.57 -1.83
H3 -1.94 -5.46 -0.01
H4 0.13 -2.95 -0.80
H5 -3.20 -0.93 -3.06
H6 -1.92 1.29 -0.97
C10 -0.91 -4.03 6.98
C11 -0.02 -3.25 6.06
O6 0.00 -4.05 4.88
C12 -1.13 -4.81 4.89
O7 -1.50 -5.47 3.97
O8 -1.77 -4.72 6.08
H7 -1.47 -3.39 7.66
H8 -0.35 -4.76 7.57
H9 -0.44 -2.27 5.81
H10 0.98 -3.11 6.45
C13 -3.43 4.66 0.95
C14 -3.28 4.08 2.32
O9 -1.90 4.30 2.61
C15 -1.49 5.35 1.85
O10 -0.44 5.90 1.97
O11 -2.44 5.69 0.92
H11 -4.42 5.08 0.78
H12 -3.21 3.94 0.16
H13 -3.89 4.59 3.07
H14 -3.51 3.01 2.35
C16 1.97 -8.51 0.72
C17 0.99 -7.48 1.22
O12 -0.20 -7.80 0.52
C18 -0.12 -9.12 0.18
O13 -1.03 -9.75 -0.26
O14 1.12 -9.61 0.42
H15 2.71 -8.78 1.47
H16 2.48 -8.20 -0.19
H17 0.81 -7.55 2.29
H18 1.31 -6.46 0.98
C19 0.48 6.70 -2.32
C20 -0.17 5.67 -1.45
O15 -0.35 4.57 -2.35
C21 0.57 4.71 -3.34
O16 0.80 3.87 -4.16
O17 1.19 5.91 -3.28
H19 1.17 7.34 -1.76
H20 -0.24 7.33 -2.84
H21 0.47 5.35 -0.63
H22 -1.13 6.00 -1.05
C22 3.06 2.00 -4.71
C23 2.79 1.20 -5.95
O18 3.81 0.20 -5.91
C24 4.19 0.06 -4.62
O19 4.91 -0.80 -4.22
O20 3.66 1.04 -3.83
H23 2.16 2.41 -4.27
H24 3.78 2.81 -4.88
H25 1.81 0.71 -5.92
H26 2.86 1.80 -6.85
C25 2.98 5.74 0.76
C26 4.33 6.12 1.31
O21 5.14 6.21 0.15
C27 4.31 6.46 -0.90
O22 4.68 6.76 -1.99
O23 3.00 6.32 -0.54
H27 2.16 6.14 1.35
H28 2.86 4.66 0.66
H29 4.31 7.09 1.82
H30 4.72 5.36 2.00

Summary:
* total charge: +1
* LUMO level: -5.5332 eV
* spin multiplicity: 1

Computed, not measured: C4H6O as an isolated structure in a non-equilibrium geometry, with ωB97M-V/def2-TZVPD.

Element x y z (Å)
C1 0.45 1.30 -0.08
C2 -0.64 0.31 -0.02
C3 -0.30 -1.14 -0.68
O1 0.68 -1.40 0.34
C4 0.45 -0.14 0.85
H1 0.79 1.91 0.75
H2 0.60 1.87 -1.02
H3 -1.70 0.51 0.12
H4 0.17 -1.40 -1.64
H5 -1.18 -1.77 -0.54
H6 0.65 -0.01 1.92

Summary:
* energy relative to the best compared isomer or geometry (same formula, charge and spin): 3.442 eV
* LUMO level: 1.1401 eV
* spin multiplicity: 1

Computed, not measured: a 4-piece molecular cluster, C22H53B3FN3O10 overall in a non-equilibrium geometry, with ωB97M-V/def2-TZVPD.

Element x y z (Å)
O1 -0.62 -4.22 1.15
C1 -0.90 -3.15 0.67
C2 -1.53 -3.00 -0.70
B1 -2.73 -2.00 -0.69
O2 -2.65 -0.73 -0.12
B2 -3.84 -0.26 0.40
O3 -4.85 -1.16 0.69
B3 -4.94 -2.28 -0.13
C3 -5.98 -3.40 0.18
C4 -7.39 -2.89 0.55
F1 -8.25 -3.10 -0.53
O4 -3.99 -2.36 -1.15
H1 -0.69 -2.22 1.22
H2 -0.74 -2.69 -1.40
H3 -1.87 -4.00 -1.01
H4 -4.00 0.91 0.57
H5 -5.59 -3.94 1.05
H6 -6.07 -4.12 -0.64
H7 -7.39 -1.82 0.78
H8 -7.79 -3.42 1.41
C5 0.05 -0.96 3.82
O5 0.62 -0.73 2.55
C6 -0.01 0.29 1.78
C7 0.84 1.53 1.67
N1 0.94 2.22 2.95
C8 1.91 3.31 2.99
C9 3.37 2.99 2.73
O6 3.99 2.23 3.75
C10 3.78 0.83 3.68
H9 0.49 -1.88 4.21
H10 0.24 -0.15 4.53
H11 -1.04 -1.10 3.74
H12 -1.00 0.53 2.19
H13 -0.16 -0.12 0.78
H14 0.39 2.20 0.94
H15 1.82 1.22 1.28
H16 1.16 1.56 3.67
H17 1.84 3.77 3.97
H18 1.60 4.07 2.26
H19 3.91 3.94 2.71
H20 3.53 2.51 1.76
H21 3.70 0.48 2.65
H22 2.90 0.51 4.24
H23 4.65 0.35 4.14
C11 6.88 2.42 0.22
O7 7.26 2.97 1.47
C12 6.97 2.14 2.59
C13 8.23 1.56 3.20
N2 8.84 0.57 2.32
C14 10.16 0.11 2.73
C15 11.29 1.13 2.82
O8 11.71 1.65 1.58
C16 10.94 2.73 1.08
H24 6.97 3.22 -0.52
H25 7.52 1.59 -0.09
H26 5.85 2.08 0.24
H27 6.27 1.35 2.31
H28 6.48 2.77 3.34
H29 7.97 1.08 4.15
H30 8.90 2.40 3.43
H31 8.89 0.94 1.38
H32 10.47 -0.66 2.02
H33 10.06 -0.38 3.71
H34 12.16 0.61 3.23
H35 11.05 1.95 3.51
H36 10.56 3.36 1.89
H37 10.10 2.39 0.47
H38 11.59 3.33 0.45
C17 -7.25 -0.41 -7.80
O9 -7.73 -1.50 -7.04
C18 -6.72 -2.34 -6.50
C19 -6.64 -2.20 -4.99
N3 -6.11 -0.90 -4.61
C20 -6.20 -0.60 -3.18
C21 -7.57 -0.56 -2.52
O10 -8.37 0.53 -2.93
C22 -9.10 0.34 -4.12
H39 -8.10 0.02 -8.32
H40 -6.80 0.36 -7.17
H41 -6.51 -0.73 -8.54
H42 -5.75 -2.13 -6.96
H43 -6.98 -3.37 -6.73
H44 -5.97 -2.98 -4.60
H45 -7.64 -2.40 -4.59
H46 -6.60 -0.18 -5.12
H47 -5.73 0.37 -3.03
H48 -5.58 -1.33 -2.65
H49 -7.41 -0.42 -1.45
H50 -8.12 -1.50 -2.63
H51 -9.41 -0.71 -4.24
H52 -8.54 0.64 -5.01
H53 -9.99 0.96 -4.07

Summary:
* SMILES string: O=CCB1OBOB(CCF)O1.COCCNCCOC.COCCNCCOC.COCCNCCOC
* LUMO level: 0.3243 eV
* spin multiplicity: 1

Computed, not measured: a 2-piece molecular cluster, C3H9NO2 overall in a non-equilibrium geometry, with ωB97M-V/def2-TZVPD.

Element x y z (Å)
C1 1.40 -1.76 0.53
N1 0.42 -0.73 0.24
C2 0.90 0.51 -0.34
C3 -0.90 -0.90 0.50
O1 -1.78 -0.08 0.28
H1 1.92 -2.07 -0.39
H2 2.15 -1.39 1.25
H3 0.89 -2.63 0.96
H4 0.05 1.18 -0.50
H5 1.63 1.00 0.33
H6 1.40 0.32 -1.31
H7 -1.11 -1.90 0.94
O2 -1.97 2.99 -0.94
H8 -2.10 2.09 -0.56
H9 -2.88 3.37 -0.98

Summary:
* SMILES string: CN(C)C=O.O
* energy relative to the best compared isomer or geometry (same formula, charge and spin): 0.804 eV
* LUMO level: 0.7840 eV
* spin multiplicity: 1